DFT (wB97M-V/def2-TZVPD) results for a 12-piece molecular cluster, C48H96O36 overall in a non-equilibrium geometry.

Computed properties:
Relative energy (zero: lowest compared OMol25 entry of this formula, charge and spin) = 8.222 eV
Orbital gap = 10.45 eV
SMILES string = CCOC(=O)OC.CCOC(=O)OC.CCOC(=O)OC.CCOC(=O)OC.CCOC(=O)OC.CCOC(=O)OC.CCOC(=O)OC.CCOC(=O)OC.CCOC(=O)OC.CCOC(=O)OC.CCOC(=O)OC.CCOC(=O)OC
DFT total energy = -4595.01530 Eh

Geometry as ORCA input:
```
! RIJCOSX wB97M-V def2-TZVPD def2/J DEFGRID3
* xyz 0 1
C -3.086 -1.392 0.161
C -2.343 -0.846 1.409
O -1.016 -0.460 1.131
C -0.235 0.287 1.888
O -0.537 0.654 3.025
O 0.917 0.640 1.144
C 1.668 1.640 1.779
H -4.159 -1.555 0.262
H -2.625 -2.296 -0.238
H -3.184 -0.578 -0.557
H -2.391 -1.721 2.058
H -2.800 -0.080 2.034
H 2.603 1.797 1.242
H 1.929 1.417 2.813
H 1.087 2.562 1.754
C -3.771 -7.327 5.193
C -4.244 -7.167 3.741
O -5.649 -7.178 3.713
C -6.289 -7.152 2.474
O -5.686 -7.234 1.419
O -7.557 -7.331 2.623
C -8.457 -7.506 1.542
H -4.222 -6.544 5.802
H -2.697 -7.416 5.357
H -4.135 -8.301 5.518
H -4.054 -8.019 3.088
H -3.772 -6.287 3.306
H -9.518 -7.682 1.718
H -8.048 -8.320 0.943
H -8.347 -6.550 1.031
C -8.062 -0.560 4.058
C -7.878 -2.035 4.581
O -6.589 -2.313 5.049
C -6.269 -2.369 6.287
O -7.009 -2.351 7.284
O -4.964 -2.349 6.344
C -4.253 -2.395 7.630
H -7.704 0.066 4.875
H -9.119 -0.315 3.957
H -7.425 -0.330 3.204
H -8.064 -2.836 3.866
H -8.648 -2.296 5.307
H -3.192 -2.553 7.434
H -4.571 -3.244 8.234
H -4.351 -1.523 8.276
C 5.485 -2.390 -7.410
C 4.005 -2.166 -7.676
O 3.429 -1.094 -6.821
C 2.896 -1.360 -5.622
O 3.008 -2.384 -4.990
O 2.112 -0.381 -5.261
C 1.114 -0.528 -4.198
H 5.522 -2.705 -6.367
H 6.041 -1.459 -7.520
H 6.090 -3.070 -8.010
H 3.384 -3.062 -7.691
H 3.847 -1.754 -8.673
H 0.225 -0.899 -4.708
H 0.933 0.427 -3.706
H 1.351 -1.241 -3.408
C -5.287 1.573 -5.944
C -6.740 1.332 -6.323
O -6.806 1.234 -7.727
C -7.958 0.774 -8.400
O -8.024 0.571 -9.575
O -8.942 0.764 -7.543
C -10.290 0.721 -7.950
H -5.159 1.413 -4.873
H -4.834 2.515 -6.250
H -4.613 0.780 -6.268
H -7.408 2.144 -6.036
H -7.072 0.467 -5.749
H -10.526 0.297 -8.926
H -10.602 1.758 -8.074
H -10.917 0.360 -7.135
C -3.318 4.005 -0.632
C -1.955 4.733 -0.805
O -1.420 4.391 -2.042
C -0.129 4.880 -2.257
O 0.425 5.706 -1.540
O 0.404 4.444 -3.439
C 1.619 4.884 -3.943
H -3.888 4.333 0.238
H -3.121 2.937 -0.541
H -3.818 4.165 -1.587
H -1.367 4.450 0.068
H -2.150 5.804 -0.746
H 1.889 4.710 -4.985
H 2.416 4.431 -3.355
H 1.633 5.958 -3.756
C 3.923 2.266 7.334
C 4.266 3.775 7.004
O 3.274 4.303 6.101
C 3.534 5.394 5.346
O 4.612 5.950 5.135
O 2.397 5.703 4.798
C 2.298 6.858 4.039
H 3.867 1.633 6.448
H 2.915 2.220 7.748
H 4.569 1.743 8.039
H 5.179 3.843 6.412
H 4.429 4.447 7.847
H 1.213 6.824 3.943
H 2.770 6.909 3.057
H 2.463 7.787 4.585
C 2.447 -3.940 4.804
C 0.915 -4.106 4.601
O 0.562 -4.400 3.268
C 0.731 -5.594 2.641
O 1.394 -6.519 3.089
O 0.066 -5.540 1.528
C -0.003 -6.656 0.625
H 2.978 -4.892 4.815
H 2.682 -3.514 5.780
H 2.777 -3.284 3.998
H 0.492 -3.142 4.883
H 0.491 -4.818 5.309
H -0.923 -6.661 0.041
H -0.036 -7.572 1.215
H 0.853 -6.795 -0.034
C 12.484 10.359 2.229
C 11.401 9.460 2.721
O 10.642 8.895 1.605
C 9.463 8.213 1.890
O 8.931 8.253 2.988
O 8.971 7.749 0.779
C 7.592 7.409 0.728
H 12.959 11.019 2.955
H 11.979 10.971 1.482
H 13.227 9.854 1.611
H 10.746 10.044 3.369
H 11.841 8.674 3.334
H 6.896 8.085 1.225
H 7.498 6.486 1.300
H 7.171 7.334 -0.274
C -5.084 3.260 7.478
C -3.882 3.090 6.486
O -3.325 4.404 6.244
C -2.648 4.994 7.204
O -2.238 4.456 8.281
O -2.182 6.165 6.655
C -1.385 7.046 7.379
H -5.880 3.793 6.958
H -4.798 3.815 8.371
H -5.489 2.311 7.829
H -4.093 2.572 5.550
H -3.185 2.428 7.001
H -0.489 6.602 7.814
H -2.087 7.524 8.062
H -1.051 7.933 6.842
C -2.354 -5.617 -11.982
C -2.203 -4.773 -10.747
O -2.517 -5.678 -9.697
C -2.429 -5.348 -8.463
O -2.067 -4.272 -8.119
O -2.982 -6.342 -7.741
C -3.436 -5.956 -6.387
H -2.415 -4.911 -12.810
H -3.225 -6.269 -11.914
H -1.537 -6.308 -12.190
H -2.900 -3.944 -10.872
H -1.163 -4.444 -10.753
H -3.842 -6.831 -5.879
H -4.104 -5.094 -6.389
H -2.556 -5.673 -5.810
C 7.754 -1.401 -2.053
C 8.927 -1.214 -3.173
O 9.456 -2.507 -3.495
C 10.398 -2.719 -4.365
O 10.953 -1.841 -5.015
O 10.654 -4.086 -4.449
C 11.540 -4.756 -5.248
H 8.116 -1.932 -1.173
H 6.912 -1.932 -2.498
H 7.478 -0.489 -1.524
H 9.704 -0.510 -2.876
H 8.515 -0.795 -4.092
H 11.821 -5.667 -4.721
H 12.463 -4.206 -5.432
H 11.151 -5.026 -6.230
*
```

These are the Mulliken partial charges, in e, on atoms 1 to 2: number 1, C, carries -1.160; number 2, C, carries -0.258